[1]
DFT (wB97M-V/def2-TZVPD) results for a cluster of 2 separate species, C4H5NO in total.

Output
Molecular weight   83.09 g mol⁻¹
E_LUMO   0.799 eV
SMILES string   C#[N+][O-].C#CC
Energy above the lowest of the compared OMol25 structures with the same formula, charge and spin   115.39 kcal per mole
Orbital gap   0.3908 Ha
Charge   0

Geometry as XYZ:
```
11
Properties=species:S:1:pos:R:3:forces:R:3
C 1.43112 1.38471 -0.63231 0.655 -0.526 0.038
N 2.16506 0.50121 -0.49973 -0.450 0.516 -0.077
O 2.87128 -0.46034 -0.33900 -0.004 0.361 -0.101
H 0.77054 2.20845 -0.76512 0.107 -0.076 0.007
C 0.33699 -1.53205 0.41677 -0.440 0.272 -0.007
C -0.58408 -0.76238 0.32208 0.215 -0.574 0.150
C -1.79878 0.05051 0.26291 -0.091 0.025 -0.003
H 1.20257 -2.15278 0.47758 -0.156 0.073 -0.007
H -2.64649 -0.56382 0.57948 0.027 0.145 -0.043
H -1.74409 0.91814 0.92871 0.050 -0.142 -0.083
H -2.00412 0.40836 -0.75136 0.087 -0.074 0.127
```
Forces are in eV/Å.


[2]
DFT (wB97M-V/def2-TZVPD) results for the molecule C4H9F.

Output
Molecular weight   76.11 g mol⁻¹
E_LUMO   0.932 eV
SMILES string   CC(C)(C)F
Energy above the lowest of the compared OMol25 structures with the same formula, charge and spin   99.47 kcal per mole
Orbital gap   0.3853 Ha
Charge   0

Geometry as XYZ:
```
14
Properties=species:S:1:pos:R:3:forces:R:3
C 0.87717 1.09994 0.03551 -1.292 2.157 3.359
C -0.20146 0.02316 0.27370 9.203 -1.981 0.387
C -1.54853 -0.02033 -0.07696 -3.443 3.544 6.745
C 0.76554 -1.08286 -0.28560 -4.243 -2.961 -3.921
F 0.06730 -0.27925 1.55881 -1.528 0.113 4.866
H 0.61695 1.56393 -0.88875 0.749 0.761 -0.808
H 0.51970 1.82762 0.95961 1.739 -1.023 -2.410
H 1.96715 0.58150 0.16697 -2.960 2.583 -0.361
H -2.19500 0.96631 0.13055 1.681 -1.578 0.330
H -1.63252 0.01615 -1.01296 -1.100 -1.199 -7.800
H -1.99064 -0.75327 0.56785 -0.667 -0.889 -0.579
H 0.48487 -0.68823 -1.39141 1.769 -2.359 1.298
H 1.80308 -1.02199 -0.01973 -0.045 0.165 0.005
H 0.46637 -2.23270 -0.01759 0.135 2.668 -1.113
```
Forces are in eV/Å.


[3]
DFT (wB97M-V/def2-TZVPD) results for the molecule C2H3FNP.

Output
Molecular weight   91.03 g mol⁻¹
E_LUMO   0.189 eV
SMILES string   [H]/N=C1/CP1F
Energy above the lowest of the compared OMol25 structures with the same formula, charge and spin   6.55 kcal per mole
Orbital gap   0.3419 Ha
Charge   0

Geometry as XYZ:
```
8
Properties=species:S:1:pos:R:3:forces:R:3
H 0.61204 -1.23250 -2.01849 0.731 1.018 1.393
N 0.91833 -0.62236 -1.19054 1.357 -1.813 -2.842
C -0.07240 -0.20857 -0.60490 -1.710 0.267 -1.170
C -0.41893 0.34896 0.61942 -2.440 1.212 -1.136
P -1.90354 -0.46332 -0.38904 1.259 -0.945 1.519
F -1.77804 -1.96521 0.34488 -0.367 0.902 -0.809
H -0.02960 -0.23725 1.33505 0.994 -1.835 3.103
H -0.65561 1.34121 0.88104 0.176 1.193 -0.057
```
Forces are in eV/Å.


[4]
DFT (wB97M-V/def2-TZVPD) results for the molecule C4H10N2.

Output
Molecular weight   86.14 g mol⁻¹
E_LUMO   1.076 eV
SMILES string   C=NCCCN
Energy above the lowest of the compared OMol25 structures with the same formula, charge and spin   65.06 kcal per mole
Orbital gap   0.3265 Ha
Charge   0

Geometry as XYZ:
```
16
Properties=species:S:1:pos:R:3:forces:R:3
C -2.30724 0.16791 -1.28331 -0.611 -0.616 -0.115
N -1.35915 0.88173 -0.95766 0.664 -0.788 0.691
C -0.07191 1.27426 -0.51097 0.137 0.946 -0.990
C 0.44217 0.70881 0.78861 0.026 -1.062 1.386
C 0.48439 -0.84383 0.75120 1.141 0.513 0.262
N 1.85235 -1.25331 0.33619 -0.079 -0.229 -0.353
H -3.08881 -0.29783 -0.61678 0.511 0.541 0.089
H -2.46181 -0.16060 -2.32275 -0.138 0.246 -0.328
H -0.07798 2.36718 -0.57064 0.125 -0.005 0.478
H 0.69955 1.00417 -1.24758 -0.192 -0.159 -0.269
H 1.49373 0.94569 0.94064 0.049 0.666 -0.248
H -0.06801 1.04601 1.69694 -0.323 0.098 -0.318
H 0.35898 -1.30330 1.74033 -1.011 0.295 -0.231
H -0.24168 -1.12884 -0.00069 -0.112 -0.736 0.193
H 1.87752 -2.24644 0.11424 -0.111 0.169 -0.066
H 2.46792 -1.16160 1.14222 -0.076 0.120 -0.181
```
Forces are in eV/Å.


[5]
DFT (wB97M-V/def2-TZVPD) results for a cluster of 2 separate species, C4H13NO in total.

Output
Molecular weight   91.15 g mol⁻¹
E_LUMO   -0.376 eV
Energy above the lowest of the compared OMol25 structures with the same formula, charge and spin   90.77 kcal per mole
Orbital gap   0.2223 Ha
Charge   0

Geometry as XYZ:
```
19
Properties=species:S:1:pos:R:3:forces:R:3
C 0.53344 1.16560 -2.59248 -0.311 -0.141 -0.017
N -0.38177 0.21033 -1.89946 -0.302 -0.164 -0.505
H 0.01764 2.11173 -2.69815 -0.023 0.113 0.050
H 1.40578 1.29426 -1.96806 0.207 -0.049 0.111
H 0.79169 0.78300 -3.57022 0.068 -0.081 -0.110
H -1.35140 0.35255 -2.16385 -0.096 -0.020 -0.025
H -0.26358 0.33681 -0.85705 0.317 0.288 0.170
H -0.14556 -0.76415 -2.07365 0.137 -0.015 -0.017
C 0.84806 -0.09493 0.79558 0.170 -0.143 0.204
O 1.82061 0.15807 1.60213 0.128 0.131 0.207
C -0.56171 -0.19682 1.43935 0.329 -0.048 0.070
C -0.58892 -1.18643 2.59487 -0.043 0.720 0.519
H 1.00601 -1.03233 0.16610 -0.187 -0.164 -0.280
H 0.74374 0.75089 -0.02306 -0.062 0.151 0.248
H -1.32358 -0.48585 0.69849 -0.145 0.093 -0.130
H -0.77875 0.80481 1.82318 -0.212 -0.054 -0.045
H -1.57502 -1.16710 3.07169 0.058 -0.248 -0.077
H 0.13070 -0.84123 3.34751 -0.031 -0.204 -0.229
H -0.32739 -2.19920 2.30707 -0.002 -0.165 -0.146
```
Forces are in eV/Å.


[6]
DFT (wB97M-V/def2-TZVPD) results for a cluster of 6 separate species, C20H47ClN5O5P in total.

Output
Molecular weight   504.05 g mol⁻¹
E_LUMO   0.449 eV
SMILES string   CCPC[C@@H](C)Cl.CN(C)C=O.CN(C)C=O.CN(C)C=O.CN(C)C=O.CN(C)C=O
Orbital gap   0.3339 Ha
Charge   0

Geometry as XYZ:
```
79
Properties=species:S:1:pos:R:3:forces:R:3
C 7.98941 -2.55963 -5.28988 -0.330 0.113 -0.437
C 8.18321 -3.39172 -6.57206 0.262 0.152 0.517
P 7.52494 -5.11055 -6.65942 0.004 -0.168 -0.583
C 5.79734 -5.14123 -5.93828 -0.057 0.046 0.084
C 5.02740 -3.83562 -5.84522 -0.249 -0.235 -0.012
C 4.77784 -3.15116 -7.17339 -0.184 0.287 0.180
Cl 3.38840 -4.23691 -5.14416 0.073 -0.006 -0.052
H 7.73652 -3.18186 -4.43423 0.214 -0.025 0.123
H 8.87783 -1.96733 -5.08148 0.052 -0.046 0.162
H 7.16943 -1.85109 -5.41962 -0.007 0.009 0.051
H 9.25707 -3.54407 -6.71215 -0.014 -0.127 -0.121
H 7.86498 -2.83882 -7.45418 -0.063 -0.006 -0.030
H 8.23753 -5.62831 -5.55896 -0.087 0.112 0.215
H 5.81586 -5.61952 -4.95989 0.065 0.053 0.030
H 5.21728 -5.79949 -6.58770 0.040 -0.051 -0.024
H 5.45173 -3.16270 -5.10931 0.089 0.039 -0.055
H 4.18566 -2.25043 -7.01054 -0.002 0.003 -0.035
H 5.70456 -2.84810 -7.65562 0.104 -0.117 -0.041
H 4.20696 -3.80108 -7.83491 0.112 -0.079 -0.059
C 2.36566 -2.96034 -2.05166 -0.043 0.100 0.296
N 2.49114 -1.86778 -1.10594 0.021 -0.119 -0.040
C 2.21904 -2.10756 0.30339 0.093 0.147 -0.059
C 2.84646 -0.63244 -1.48640 -0.037 0.085 -0.042
O 2.95650 0.32374 -0.73664 -0.010 -0.006 0.003
H 1.34524 -3.34960 -2.04359 0.017 -0.043 -0.047
H 3.04832 -3.77061 -1.79085 -0.013 -0.037 -0.057
H 2.60092 -2.60919 -3.05096 0.014 0.026 -0.040
H 1.40666 -1.46735 0.63984 -0.031 -0.081 0.083
H 3.10954 -1.88858 0.89534 -0.016 -0.021 0.033
H 1.93911 -3.14773 0.44113 0.031 -0.033 -0.049
H 3.03106 -0.55323 -2.57238 0.009 0.002 0.008
C -1.90038 1.74480 2.75542 0.200 -0.018 -0.022
N -1.03177 0.71016 2.22519 -0.037 0.092 0.018
C 0.38753 0.98898 2.05586 -0.057 -0.066 -0.038
C -1.48719 -0.50176 1.88105 0.061 0.040 -0.048
O -0.78546 -1.39278 1.42936 -0.112 -0.137 0.036
H -1.88451 2.61861 2.09946 -0.049 0.026 0.027
H -1.58240 2.04693 3.75269 -0.070 0.031 0.016
H -2.92112 1.37438 2.82044 -0.007 -0.026 0.010
H 0.68630 0.87712 1.01312 0.034 0.014 0.007
H 0.98371 0.29560 2.64987 0.023 0.011 0.001
H 0.58924 2.00624 2.38114 -0.012 0.012 0.011
H -2.57159 -0.62318 2.04072 0.007 -0.007 0.008
C -4.29558 6.58683 4.56301 0.279 -0.096 0.073
N -3.34400 5.54589 4.91426 -0.036 0.114 -0.038
C -1.93417 5.87338 5.03185 -0.039 -0.063 0.015
C -3.72319 4.27788 5.13743 -0.031 -0.078 0.027
O -2.96399 3.37015 5.43137 -0.002 -0.002 -0.042
H -4.04891 7.01244 3.58934 -0.067 0.035 -0.010
H -4.27898 7.38392 5.30742 -0.061 0.033 -0.024
H -5.29956 6.17965 4.51628 -0.034 -0.007 -0.005
H -1.34417 5.28530 4.32775 0.022 0.012 0.004
H -1.57270 5.65261 6.03654 0.022 0.006 -0.003
H -1.79704 6.93117 4.82224 -0.012 0.012 -0.005
H -4.81042 4.12730 5.02766 0.003 0.002 0.007
C -8.77693 7.91315 0.56706 0.042 -0.110 0.052
N -8.03429 7.38101 1.69143 -0.057 -0.022 -0.102
C -7.83792 5.94528 1.80123 0.026 0.061 0.056
C -7.51532 8.17238 2.64668 0.021 0.057 0.073
O -6.88693 7.76643 3.60703 -0.036 0.017 -0.041
H -9.79399 7.51702 0.55610 -0.015 0.026 -0.024
H -8.28942 7.65187 -0.37397 -0.019 0.025 -0.022
H -8.82708 8.99721 0.64332 0.004 0.013 0.009
H -8.27039 5.57170 2.72975 0.003 -0.022 -0.005
H -6.77411 5.70545 1.80366 -0.002 -0.024 -0.005
H -8.31552 5.45424 0.95738 -0.009 0.007 -0.015
H -7.71372 9.24380 2.47948 0.000 -0.002 0.000
C -1.36048 -6.58112 2.70484 0.065 0.103 -0.043
N -0.22997 -6.08651 1.95024 -0.086 0.021 0.085
C -0.03175 -4.65217 1.81099 0.059 -0.122 -0.049
C 0.65778 -6.90876 1.36207 0.040 -0.052 -0.041
O 1.61923 -6.53420 0.71770 0.003 0.010 -0.003
H -2.29817 -6.23858 2.26231 -0.023 -0.022 0.022
H -1.31586 -6.23257 3.73876 -0.030 -0.023 0.014
H -1.35267 -7.66956 2.70428 0.007 -0.013 -0.004
H -0.04165 -4.37806 0.75688 -0.028 0.099 0.020
H 0.93558 -4.36944 2.22677 -0.017 0.065 0.003
H -0.81957 -4.11245 2.32747 -0.028 -0.008 -0.010
H 0.42987 -7.97744 1.51881 0.000 0.004 0.002
```
Forces are in eV/Å.